83
Properties=species:S:1:pos:R:3:forces:R:3 method="wB97M-V/def2-TZVPD" spin_multiplicity=2 total_charge=-1 energy_ha=-7887.93733 homo_energy_ev="-5.13 / -5.50" s_squared=0.821
Fe 0.014600 0.125200 -0.967400 -1.1 0.1 -0.7
N -4.294000 -3.909400 -5.123900 -0.1 0.0 -0.3
C -3.813600 -3.547300 -3.872900 0.1 -0.1 0.3
C -2.468700 -3.747000 -3.556700 -0.1 0.1 0.0
C -2.010500 -3.472000 -2.285700 0.0 -0.1 -0.1
C -2.889300 -3.019900 -1.320800 0.2 0.2 0.6
C -4.222200 -2.814800 -1.614300 -0.2 -0.1 0.0
C -4.684700 -3.073500 -2.890100 0.1 0.0 -0.1
S -2.202300 -2.551900 0.254000 0.3 -0.5 0.3
O -3.207200 -2.612000 1.287500 0.0 0.2 -0.5
O -1.021100 -3.349600 0.479400 0.0 0.2 -0.3
N -1.663800 -1.031800 -0.004600 1.2 -0.7 -0.1
C -2.523200 -0.049800 -0.196400 -0.5 0.9 0.0
N -1.926900 1.175300 -0.359600 0.4 -0.9 0.1
C -2.715000 2.192200 -0.644800 -0.2 0.3 -0.1
C -4.092800 2.063500 -0.760500 0.2 0.1 0.1
C -4.601100 0.791400 -0.538100 0.1 0.2 -0.1
N -3.846400 -0.247800 -0.257600 -0.3 0.0 0.0
H -3.596400 -3.942500 -5.851200 -0.1 0.1 0.0
H -5.149500 -3.455300 -5.404800 0.1 0.0 -0.1
H -1.790600 -4.105200 -4.318000 0.1 0.0 -0.1
H -0.977900 -3.604300 -2.007900 0.2 0.0 -0.1
H -4.873200 -2.449700 -0.838200 -0.1 0.0 0.0
H -5.723800 -2.908400 -3.143800 -0.1 0.0 0.0
H -2.220100 3.145900 -0.789700 0.0 0.0 0.0
H -4.726300 2.901000 -1.004000 0.0 0.1 0.0
H -5.665500 0.594500 -0.604500 -0.1 0.0 0.0
C 2.650000 -3.756100 0.093100 0.1 0.4 0.1
Ge 3.337300 -2.055300 0.875600 -0.1 -0.5 0.2
C 2.897600 -2.192900 2.820800 0.1 0.1 -0.5
C 5.360200 -2.148000 0.797300 -0.8 0.2 -0.1
Ge 2.181200 -0.161200 -0.259100 1.8 0.2 0.6
C 2.859000 1.436900 0.762100 -0.5 -0.4 -0.2
C 3.868000 1.379000 1.714000 0.0 -0.2 0.0
C 4.308500 2.516400 2.365800 0.2 0.0 0.1
C 3.750800 3.746200 2.062800 0.1 0.1 0.1
C 2.731000 3.822600 1.129500 0.0 0.2 0.0
C 2.283800 2.675700 0.499200 -0.1 -0.1 -0.1
C 3.348500 0.043300 -1.890000 -0.4 -0.2 0.1
C 3.300200 1.222300 -2.628900 0.1 0.1 0.2
C 3.885700 1.322500 -3.876300 0.0 0.2 -0.1
C 4.539400 0.231600 -4.425000 0.1 0.0 -0.1
C 4.627200 -0.940800 -3.695600 0.1 -0.1 -0.3
C 4.027700 -1.032400 -2.451900 -0.1 0.0 0.3
H 3.055500 -4.627800 0.600800 0.1 -0.1 0.1
H 2.878800 -3.842300 -0.965600 0.1 0.0 -0.2
H 1.568500 -3.765200 0.203300 -0.2 0.0 0.0
H 3.482900 -2.978900 3.291500 0.1 -0.1 0.0
H 1.845700 -2.434600 2.922600 -0.2 0.0 0.0
H 3.083100 -1.258000 3.340500 0.0 0.2 0.1
H 5.699900 -3.114800 1.158500 -0.1 -0.2 0.1
H 5.811800 -1.375100 1.410100 0.0 0.2 0.1
H 5.716300 -2.012200 -0.217500 0.1 0.0 -0.2
H 4.309500 0.419000 1.948500 0.1 0.0 0.1
H 5.097300 2.445900 3.102800 0.1 0.0 0.1
H 4.112100 4.641200 2.550200 0.0 0.1 0.1
H 2.289700 4.781400 0.893700 -0.1 0.1 0.0
H 1.458900 2.727100 -0.205700 0.0 0.2 0.0
H 2.780300 2.078100 -2.214100 0.0 0.1 -0.1
H 3.817600 2.246700 -4.435800 0.0 0.1 0.0
H 4.969100 0.293200 -5.417700 0.0 0.0 0.0
H 5.139700 -1.797700 -4.114100 0.0 -0.1 0.0
H 4.071300 -1.970500 -1.912700 0.0 -0.1 0.0
C 0.721300 0.753100 4.788200 0.0 -0.3 -0.1
C -0.138700 -0.212700 3.977100 -0.1 0.1 0.4
C -1.606700 -0.110200 4.446200 0.3 -0.1 -0.2
C -0.023700 0.027700 2.523400 -0.1 -0.2 0.1
H 0.625700 0.548600 5.854100 0.0 0.0 0.1
H 0.404800 1.775600 4.598000 0.0 0.2 0.0
H 1.765600 0.656500 4.503500 0.2 0.1 0.0
H 0.180700 -1.238900 4.189600 0.1 0.0 0.0
H -1.970800 0.906400 4.318400 -0.1 0.2 0.0
H -1.676200 -0.372800 5.500900 -0.1 0.0 0.1
H -2.236400 -0.781400 3.868900 -0.1 -0.1 0.0
H -0.370500 -0.730000 1.842700 0.1 -0.1 -0.1
H 0.112500 1.027600 2.144700 0.1 0.2 -0.1
F -0.817800 -0.738800 -2.871400 -0.5 0.2 -0.8
C 0.385700 -0.031600 -3.303600 -0.7 -0.8 0.8
F 0.670300 -0.629100 -4.517200 0.2 0.4 0.7
C -0.135600 1.370700 -3.584600 -0.4 0.7 -0.2
F -0.063500 2.090200 -2.402200 0.1 -0.2 0.1
F 0.576300 2.073900 -4.463700 0.3 -0.3 -0.1
F -1.429600 1.488800 -3.954400 0.1 -0.2 -0.1

21
Properties=species:S:1:pos:R:3:forces:R:3 method="wB97M-V/def2-TZVPD" de_lowest_ev=4.955 total_charge=+1 smiles=CCc1[nH+]c(C)cn1OC#N energy_ha=-511.84442 homo_energy_ev=-14.18
C 1.842325 1.289082 1.500052 -1.7 2.2 0.0
C 1.278935 1.389234 0.087290 0.1 -2.5 2.7
C 0.200919 0.427184 -0.032176 0.2 -1.2 -0.6
N -1.132969 0.609324 -0.122113 1.4 -1.6 0.0
C -1.764174 -0.635767 -0.242914 -0.2 1.4 -1.3
C -3.228200 -0.643835 -0.552581 -0.1 -1.3 2.0
C -0.796694 -1.589209 -0.291480 -1.0 0.7 0.8
N 0.408607 -0.911499 -0.069596 -0.2 -1.5 -0.8
O 1.646917 -1.759743 -0.081323 -3.5 0.7 1.9
C 2.595651 -1.333169 -0.800473 1.8 1.3 -1.9
N 3.466804 -0.955838 -1.461259 -0.4 -0.2 0.4
H 0.972618 1.305302 2.164256 0.8 -0.7 0.5
H 2.432684 2.135208 1.754543 0.0 1.5 -0.1
H 2.627247 0.632438 1.569620 0.9 -2.9 0.5
H 2.033827 1.193925 -0.559529 2.2 -0.7 -2.4
H 0.937207 2.293612 -0.112877 -1.7 4.3 -0.8
H -1.595997 1.471660 -0.353931 0.1 0.4 0.3
H -3.412848 -1.214865 -1.384912 0.1 -1.4 -2.5
H -3.719391 -1.336981 0.172623 -0.1 1.3 0.1
H -3.760460 0.270605 -0.807401 0.4 0.3 0.9
H -1.033008 -2.636666 -0.375818 0.9 -0.2 0.0

22
Properties=species:S:1:pos:R:3:forces:R:3 method="wB97M-V/def2-TZVPD" de_lowest_ev=1.359 smiles="C=C(C)C(=C)CCC" energy_ha=-313.16746 homo_energy_ev=-8.83
C -2.185670 -0.385042 -0.639453 -0.1 -0.3 0.7
C -1.196510 0.208759 0.022746 -0.4 1.5 -0.9
C -1.390771 0.790361 1.405785 -0.1 -0.8 0.6
C -0.031635 0.781839 -0.711956 0.6 -0.7 0.0
C -0.148785 1.414877 -1.873936 0.1 -0.4 0.2
C 1.354792 0.631007 -0.086190 -0.5 0.4 0.3
C 1.549888 -0.580819 0.817694 0.1 -0.8 -0.8
C 1.270399 -1.915994 0.109124 -0.6 0.0 -0.3
H -3.065263 -0.696420 -0.087766 -0.1 0.0 -0.1
H -2.190088 -0.544266 -1.705775 0.3 -0.3 -0.1
H -0.479220 1.241047 1.794776 -0.1 0.1 0.0
H -1.725556 0.044508 2.133013 0.2 -0.1 0.0
H -2.194204 1.523243 1.401708 0.1 0.3 -0.2
H -1.084012 1.444827 -2.412332 -0.1 0.4 0.0
H 0.749447 1.846076 -2.295631 -0.1 0.0 -0.4
H 1.539671 1.543903 0.484988 0.2 0.0 0.2
H 2.108410 0.611693 -0.873758 -0.1 0.0 -0.1
H 0.947481 -0.519038 1.720548 0.1 0.1 0.2
H 2.607842 -0.653329 1.062113 0.1 0.4 0.5
H 1.628455 -2.761432 0.697058 0.1 0.0 -0.1
H 1.726798 -1.931264 -0.884078 0.3 -0.1 0.1
H 0.208523 -2.094541 -0.078681 0.0 0.1 0.2

70
Properties=species:S:1:pos:R:3:forces:R:3 method="wB97M-V/def2-TZVPD" de_lowest_ev=2.076 spin_multiplicity=8 energy_ha=-3611.36349 homo_energy_ev="-7.51 / -7.52" s_squared=15.857
C 2.682175 -2.692986 -0.822610 -0.3 0.2 -0.1
C 2.224719 -1.738217 -1.901464 -0.6 0.7 -1.2
H 2.052280 -3.596648 -0.825967 0.3 0.1 0.0
H 2.574238 -2.207025 0.160989 0.2 -0.4 -0.5
H 3.741822 -2.964302 -0.989521 -0.5 -0.1 0.2
C 2.035700 -2.059839 -3.195430 0.5 0.4 0.5
C 2.214988 -3.425671 -3.707552 0.2 -0.6 -0.2
H 1.849425 -1.317242 -3.985204 0.1 -0.3 0.9
H 1.655258 -4.143855 -3.117332 0.0 -0.3 0.1
H 3.269893 -3.679192 -3.670533 0.3 -0.4 0.0
H 1.896047 -3.523497 -4.737431 -0.1 0.0 -0.2
Gd 1.571367 0.202046 1.886653 0.5 0.4 -1.6
Cl 3.515618 -1.157601 2.628173 0.4 -0.4 0.5
Cl 3.047813 2.402952 1.189491 -0.1 -0.3 0.3
C 0.218065 3.183615 2.203543 0.2 -1.0 -0.2
O -0.122794 1.965628 2.262741 0.2 1.5 0.2
N -0.646512 4.173280 2.101036 -0.3 -0.2 0.2
C -2.064525 3.852214 2.172670 -0.1 0.0 -0.2
C -0.204814 5.538596 1.838143 0.5 0.1 0.0
H 1.280267 3.467480 2.191604 -0.2 -0.1 0.0
H -2.267409 3.288626 3.094462 0.0 0.2 -0.3
H -2.360800 3.236124 1.307610 0.0 0.3 0.4
H -2.591177 4.807889 2.188941 -0.2 -0.3 -0.1
H 0.631087 5.805483 2.495423 -0.2 -0.1 -0.1
H -1.033761 6.214319 2.035243 0.1 0.0 0.0
H 0.141589 5.668019 0.803104 -0.2 -0.1 0.2
H -0.815898 -4.781928 4.956024 0.0 -0.1 -0.1
H -0.609403 -4.015306 1.178631 -0.2 0.0 0.2
C -1.607012 -4.368324 4.327347 0.1 0.0 0.5
C -1.459613 -4.049885 1.872153 0.0 0.0 -0.4
N -1.059996 -3.618103 3.209080 0.0 0.5 -0.3
H -2.237236 -3.745742 4.965695 -0.1 0.0 -0.1
C -0.376901 -2.487901 3.413982 0.2 0.6 -1.6
O -0.016696 -1.696623 2.497360 -0.6 -1.4 1.6
H -2.270958 -3.428466 1.458116 0.3 -0.2 0.2
H -0.178264 -2.319412 4.485579 0.2 0.2 -0.2
H -2.219107 -5.173064 3.923286 0.1 0.0 0.2
H -1.824720 -5.079462 1.977983 0.2 0.3 -0.3
O 1.733855 -0.195641 -0.139245 -1.8 0.3 0.0
C 2.036517 -0.276982 -1.492983 1.3 0.0 -0.3
C 0.304084 0.196251 -3.550111 0.3 -0.3 -0.3
C 1.279920 0.585957 -2.594808 -0.1 -0.1 0.0
H -0.138752 -0.800297 -3.565646 0.4 0.5 0.2
C -0.055203 1.005045 -4.638912 -0.1 0.1 0.9
H 3.056491 0.168992 -1.514527 -0.3 -0.1 -0.4
C 1.798916 1.871947 -2.748307 0.6 -0.3 -0.3
H -0.829847 0.675563 -5.335569 0.3 0.0 0.2
C 0.530712 2.253462 -4.781654 0.5 0.0 -0.1
C 1.520432 2.641944 -3.878724 -0.6 0.4 0.6
H 2.524942 2.200579 -1.994675 -0.2 0.1 -0.4
H 0.259984 2.888275 -5.617496 0.1 0.0 0.0
H 2.034181 3.591415 -3.996326 -0.1 0.0 0.0
Si -2.010622 -0.091086 -1.260253 2.2 0.9 1.3
Cl -1.129938 -1.885879 -1.772103 0.1 -0.8 0.2
C -3.160084 0.284598 -2.649203 -0.1 0.0 0.5
C -0.987507 1.518992 -0.944253 0.0 0.0 -0.4
C -2.371452 -0.427411 0.577780 -0.7 0.2 0.0
H -2.815235 1.260731 -3.008998 -0.5 -0.1 -0.1
H -4.100646 0.336054 -2.094362 -0.5 0.3 -0.7
H -3.181501 -0.453132 -3.460621 -0.1 0.2 0.4
H -1.768973 -1.235048 1.042614 -0.4 0.4 -0.7
H -3.442577 -0.627237 0.708350 0.1 -0.1 0.4
H -2.111366 0.497568 1.119319 -0.3 -0.3 -0.1
H -0.488958 2.034250 -1.759964 -0.3 -0.3 -0.4
H -0.203272 1.415734 -0.189275 -0.2 -0.3 -0.1
H -1.683798 2.271103 -0.561315 -0.4 -0.1 0.2
N 0.807652 0.417010 4.312367 -0.2 -0.1 0.8
H 1.359953 -0.100428 4.998885 -0.1 0.2 -0.2
H -0.145592 0.050923 4.321716 0.3 0.2 0.0
H 0.742935 1.390763 4.596309 0.1 -0.2 0.1